(1)
ORCA calculation (ωB97M-V/def2-TZVPD) on one molecule with the formula C3H8N2OS.

```
15
Properties=species:S:1:pos:R:3
C -1.908 -1.720 0.088
N -1.553 -0.342 -0.146
C -0.284 0.164 -0.028
N 0.026 1.421 0.055
O -1.098 2.252 0.051
S 1.133 -0.957 -0.016
C 2.497 0.140 0.003
H -1.297 -2.126 0.873
H -2.928 -1.808 0.454
H -1.783 -2.325 -0.833
H -2.245 0.357 -0.374
H -0.638 3.090 -0.050
H 2.502 0.809 -0.900
H 3.390 -0.479 0.039
H 2.518 0.722 0.904
```

Values from the calculation:
Spin multiplicity: 1
SMILES: CN/C(=N\O)SC

---

(2)
ORCA calculation (ωB97M-V/def2-TZVPD) on C3H8N2OS as an isolated structure.

```
15
Properties=species:S:1:pos:R:3
C 0.807 -1.500 -1.641
C -0.428 -0.740 0.184
C -0.603 1.433 0.986
N 1.801 -0.529 -1.427
N 0.231 0.427 0.388
O 0.226 -1.846 -0.359
S 2.309 -0.489 0.075
H -0.062 -0.874 -2.299
H 1.209 -2.433 -2.170
H -0.953 -1.043 1.102
H -1.185 -0.518 -0.527
H -1.294 1.164 1.678
H -1.166 1.930 0.163
H 0.041 2.050 1.529
H 2.910 0.753 -0.120
```

Values from the calculation:
Spin multiplicity: 1

---

(3)
ORCA calculation (ωB97M-V/def2-TZVPD) on one molecule with the formula C3H8N2OS.

```
15
Properties=species:S:1:pos:R:3
N -1.033 -2.451 1.579
C 0.201 -1.722 1.434
C 0.337 -0.706 0.282
O 0.151 -1.342 -1.040
C -0.576 0.477 0.430
N -0.524 1.609 -0.147
S 0.689 2.132 -1.181
H -1.790 -1.884 1.947
H -1.294 -2.719 0.615
H 0.529 -1.279 2.367
H 0.981 -2.465 1.213
H 1.345 -0.368 0.309
H 0.574 -0.738 -1.681
H -1.492 0.446 1.071
H 0.050 3.233 -1.510
```

Values from the calculation:
Spin multiplicity: 1
SMILES: NC[C@@H](O)/C=N\S

---

(4)
ORCA calculation (ωB97M-V/def2-TZVPD) on C3H8N2OS as an isolated structure.

```
15
Properties=species:S:1:pos:R:3
C 1.156 0.506 -0.488
C 1.261 -0.861 0.228
C -0.045 1.233 0.071
N -2.258 0.201 1.220
N 0.079 -1.655 0.108
O -1.951 -0.099 -1.329
S -1.388 -0.005 -0.006
H 2.075 1.072 -0.331
H 1.023 0.345 -1.560
H 2.127 -1.402 -0.168
H 1.428 -0.684 1.296
H 0.058 1.488 1.121
H -0.354 2.093 -0.517
H -3.160 -0.244 1.199
H -0.051 -1.988 -0.843
```

Values from the calculation:
Spin multiplicity: 1

---

(3) (0.0108 hartree below the next structure)